No. 1
Entry from the Open Molecules 2025 dataset: a molecular structure, C23H65BrNO28P6S2 at a distorted geometry (ωB97M-V/def2-TZVPD).

Values from the calculation:
E_HOMO = -6.672 eV
Frontier orbital gap = 7.6 eV
LUMO = 0.88 eV

```
! wB97M-V def2-TZVPD RIJCOSX def2/J DEFGRID3
* xyz -1 1
Br -0.368 0.677 -1.052
S -1.073 -1.699 2.605
S -0.473 0.547 1.214
P 2.279 6.657 5.461
P 1.059 -8.003 3.412
P 3.457 -8.919 -1.049
P 2.744 6.300 -0.847
P -3.861 6.638 -2.084
P -1.464 2.072 -6.103
O -2.614 5.699 -1.811
O 2.364 6.470 7.064
O 3.197 -8.378 -2.397
O -4.258 5.925 -3.473
O 1.711 -6.554 3.608
O -1.412 -0.879 3.738
O 0.615 1.381 1.630
O 2.076 5.092 5.189
O 4.295 6.236 -1.229
O 3.493 -10.533 -0.990
O -0.320 -7.350 2.862
O 2.684 4.801 -0.287
O 1.080 7.487 5.215
O -1.561 2.428 -7.671
O 0.792 -9.325 2.482
O -0.074 2.992 -5.946
O 1.975 6.500 -2.096
O -5.393 6.740 -1.593
O -0.308 -2.862 3.000
O -0.803 0.763 -5.821
O -3.019 1.703 -5.909
O 0.985 -8.576 4.782
O -3.383 8.027 -2.239
O 3.280 6.858 4.235
O 1.820 6.870 0.345
O 5.012 -8.756 -0.736
O 2.076 -8.833 -0.237
O -1.786 1.029 1.529
N -0.209 -0.981 1.447
C -2.773 -3.841 2.100
C 2.756 6.490 2.947
C -0.397 2.363 -8.490
C -2.710 -4.534 -0.369
C 2.403 -11.274 -1.527
C 2.431 7.656 7.875
C 5.920 -9.396 -1.636
C -2.138 -4.755 1.054
C -2.564 -2.357 1.819
C -1.535 -8.090 2.903
C -3.535 0.658 -6.733
C 0.995 -5.618 4.439
C -5.655 7.459 -0.371
C 4.682 5.207 -2.144
C -3.817 -1.535 2.170
C 1.450 -7.535 -0.075
C 1.425 8.258 0.267
C 1.688 -10.440 2.621
C 1.401 4.190 -0.090
C 0.990 4.380 5.788
C 0.617 2.931 -4.680
C -1.587 5.665 -2.805
C -5.158 6.569 -4.366
H 2.725 -10.117 2.670
H -2.900 -0.224 -6.679
H -2.409 -2.213 0.751
H -0.738 5.140 -2.375
H 1.663 -4.779 4.611
H 1.437 8.094 7.961
H 3.464 6.847 2.206
H -6.650 7.179 -0.037
H 1.433 -11.000 3.519
H -2.346 -7.371 3.003
H 2.797 -12.230 -1.869
H -4.904 6.246 -5.374
H -2.387 -4.138 3.075
H 4.650 4.233 -1.661
H -3.457 -3.743 -0.402
H -5.069 7.655 -4.306
H 1.788 6.946 2.770
H 0.608 8.363 -0.444
H -1.902 -4.280 -1.054
H -5.625 8.529 -0.567
H 1.344 3.738 -4.632
H 2.781 7.358 8.860
H 0.121 5.025 5.922
H 5.707 5.427 -2.437
H 0.668 4.561 -0.805
H 0.732 -6.069 5.394
H -4.935 7.206 0.404
H -1.918 5.127 -3.692
H 1.057 4.380 0.925
H -4.292 -1.941 3.059
H -1.555 -8.773 3.753
H 1.082 8.554 1.256
H 1.300 3.965 6.746
H 1.945 -10.754 -2.369
H 1.657 -11.459 -0.754
H -6.183 6.267 -4.150
H -1.260 6.667 -3.078
H 0.722 -7.619 0.723
H -4.500 -1.577 1.321
H -3.544 -0.493 2.307
H 1.556 -11.074 1.747
H -3.637 0.992 -7.764
H -0.728 2.119 -9.499
H 1.508 3.118 -0.213
H 1.125 1.971 -4.612
H 2.257 8.895 -0.026
H 2.683 5.408 2.866
H -0.083 3.031 -3.853
H 4.047 5.215 -3.028
H 6.911 -9.025 -1.388
H 0.730 3.563 5.119
H 3.120 8.388 7.459
H 0.290 1.593 -8.140
H -3.846 -4.046 2.136
H -1.057 -4.638 1.036
H -1.671 -8.646 1.975
H 0.110 -5.253 3.928
H -2.357 -5.792 1.310
H 5.898 -10.475 -1.499
H 0.105 3.329 -8.509
H -4.520 0.417 -6.339
H 2.185 -6.776 0.186
H 0.940 -7.253 -0.994
H 5.688 -9.139 -2.669
H -3.142 -5.455 -0.757
*
```

No. 2
Entry from the Open Molecules 2025 dataset: a single C4H7NO2 molecule (ωB97M-V/def2-TZVPD).

Values from the calculation:
E_HOMO = -9.730 eV
Frontier orbital gap = 10.6 eV
Structure (SMILES) = C/N=C1\COCO1
LUMO = 0.85 eV
Energy relative to the best compared isomer or geometry (same formula, charge and spin) = 41.2 kcal per mole

```
! wB97M-V def2-TZVPD RIJCOSX def2/J DEFGRID3
* xyz 0 1
O 0.978 0.190 -1.380
O 1.845 -0.698 0.510
N -1.237 0.323 -0.900
C -2.328 0.172 0.044
C 0.531 -0.297 0.842
C 2.179 0.006 -0.655
C -0.066 0.097 -0.508
H -2.751 -0.836 -0.043
H -2.059 0.338 1.100
H 2.872 -0.592 -1.256
H 0.527 0.559 1.537
H -3.119 0.884 -0.213
H 2.609 0.990 -0.404
H 0.020 -1.136 1.326
*
```

No. 3
Entry from the Open Molecules 2025 dataset: a single C3H6N2S molecule at a distorted geometry (ωB97M-V/def2-TZVPD).

Values from the calculation:
E_HOMO (spin up / spin down) = -7.980 / -8.373 eV
Frontier orbital gap (spin up / spin down) = 7.7 / 7.6 eV
LUMO (spin up / spin down) = -0.30 / -0.74 eV
Energy relative to the best compared isomer or geometry (same formula, charge and spin) = 153.8 kcal per mole

```
! wB97M-V def2-TZVPD RIJCOSX def2/J DEFGRID3
* xyz 0 1
S 0.983 -0.653 0.184
N 0.805 -0.452 1.669
N -0.874 1.810 0.387
C -1.510 0.847 -0.015
C 1.546 0.821 -0.438
C -0.953 -0.453 -0.357
H 2.249 1.391 0.204
H -1.530 -1.302 0.177
H -2.692 0.908 -0.061
H 0.595 -1.340 2.133
H 1.444 0.914 -1.472
H -0.834 -0.687 -1.364
*
```

No. 4
Entry from the Open Molecules 2025 dataset: 2 unconnected molecules or ions with the total composition C14H29ClN3O3 at a distorted geometry (ωB97M-V/def2-TZVPD).

Values from the calculation:
E_HOMO = -0.728 eV
Frontier orbital gap = 2.0 eV
LUMO = 1.28 eV
Energy relative to the best compared isomer or geometry (same formula, charge and spin) = 172.6 kcal per mole

```
! wB97M-V def2-TZVPD RIJCOSX def2/J DEFGRID3
* xyz -1 1
Cl -1.899 3.459 2.378
O 0.530 0.308 3.257
O 2.993 1.695 5.567
O -0.458 -0.139 -3.036
N -2.771 0.013 -1.341
N -2.264 2.291 -1.036
N -0.931 1.063 -2.577
C -2.760 0.232 0.127
C -1.493 2.004 1.383
C 0.823 -0.460 -2.430
C -0.062 2.010 0.817
C 0.853 3.148 1.255
C -2.585 1.774 0.336
C -1.961 1.096 -1.693
C 0.710 -1.663 -1.491
C 0.370 -3.135 -3.603
C 0.958 -3.020 -2.184
C 0.399 -4.150 -1.303
C 0.845 0.941 4.324
C 2.666 1.078 4.507
C 1.685 -1.478 -0.308
H 2.477 -0.764 -0.555
H 1.188 -1.092 0.584
H -1.547 1.180 2.096
H 1.825 3.030 0.768
H -3.520 2.234 0.671
H 0.392 1.087 1.184
H -3.654 -0.181 0.606
H 2.044 -3.171 -2.219
H 0.454 4.126 0.981
H -0.087 1.989 -0.271
H 1.506 -0.649 -3.262
H 2.186 -2.410 -0.044
H 0.617 0.462 5.296
H -0.560 -3.858 -0.867
H -1.867 -0.269 0.505
H -3.741 0.209 -1.662
H -0.310 -1.660 -1.095
H 1.074 -3.625 -4.281
H 1.071 -4.416 -0.485
H 0.610 2.024 4.371
H 0.116 -2.174 -4.048
H 2.880 -0.011 4.440
H -0.540 -3.737 -3.598
H -3.148 2.680 -1.406
H 1.159 0.411 -1.867
H 0.217 -5.054 -1.891
H 1.032 3.118 2.330
H -0.374 1.881 -2.759
H 2.852 1.573 3.528
*
```

No. 5
Entry from the Open Molecules 2025 dataset: a molecular structure, C6H10N2 at a distorted geometry (ωB97M-V/def2-TZVPD).

Values from the calculation:
E_HOMO (spin up / spin down) = -8.359 / -8.364 eV
Frontier orbital gap (spin up / spin down) = 7.4 / 7.5 eV
LUMO (spin up / spin down) = -0.91 / -0.90 eV
Energy relative to the best compared isomer or geometry (same formula, charge and spin) = 128.7 kcal per mole

```
! wB97M-V def2-TZVPD RIJCOSX def2/J DEFGRID3
* xyz 0 1
N -0.429 1.157 -0.514
N -0.177 -0.537 2.353
C -0.933 0.342 0.270
C 1.726 1.269 -2.128
C -2.427 0.270 0.496
C 1.332 0.920 -0.895
C 0.657 -1.610 0.290
C -0.166 -0.771 1.098
H 2.538 1.967 -2.293
H 1.814 1.369 -0.032
H 0.261 -1.282 2.891
H 0.164 -2.075 -0.557
H -2.588 0.392 1.569
H 1.418 -2.198 0.793
H 1.295 -0.388 -0.469
H 1.252 0.857 -3.007
H -2.942 1.036 -0.079
H -2.797 -0.717 0.214
*
```

No. 6
Entry from the Open Molecules 2025 dataset: a molecular structure, C31H60Cl2N6O12P2SSn at a distorted geometry (ωB97M-V/def2-TZVPD).

Values from the calculation:
E_HOMO = -7.303 eV
Frontier orbital gap = 7.6 eV
LUMO = 0.27 eV
Energy relative to the best compared isomer or geometry (same formula, charge and spin) = 0.0 kcal per mole

```
! wB97M-V def2-TZVPD RIJCOSX def2/J DEFGRID3
* xyz 0 1
Sn 0.593 -0.234 0.817
Cl -2.784 -2.454 -3.065
Cl -4.386 -2.563 -0.649
S 0.148 1.193 3.768
P -1.077 0.580 -3.133
P 1.011 2.406 -1.893
O -2.575 0.952 -3.394
O 1.033 2.362 3.704
O 1.452 -2.271 4.139
O -0.802 -2.032 1.537
O 1.630 3.845 -1.991
O -1.103 1.464 3.066
O 1.996 1.305 -1.883
O -2.215 -4.443 -0.040
O 0.183 2.478 -0.564
O -0.591 -0.216 -4.401
O -0.589 -3.509 -1.230
O -0.923 -0.101 -1.836
N 2.361 1.382 1.179
N 1.357 -1.505 -0.961
N -2.701 -2.654 2.654
N -0.781 -3.999 2.672
N 2.753 -1.464 1.521
N 0.843 -0.190 3.272
C -0.697 1.344 6.409
C 0.295 -1.292 6.764
C -0.275 -0.603 7.804
C 3.232 -2.405 0.469
C 4.048 3.718 -1.778
C 0.389 -4.513 1.976
C -0.778 3.363 0.098
C 2.751 -1.929 -0.890
C -3.921 0.108 -5.198
C -0.005 4.361 0.948
C -2.726 -2.502 -1.299
C 0.692 -0.965 -4.553
C -3.243 -1.323 2.731
C 3.787 -0.497 1.987
C 0.443 -2.434 -4.320
C 0.392 -0.638 5.544
C -1.736 -3.615 -0.812
C 1.126 -0.729 -5.976
C -3.200 1.336 -4.680
C 3.698 0.767 1.159
C -4.145 2.485 -4.387
C -3.672 -3.713 2.859
C -0.076 0.650 5.409
C 0.948 -1.134 4.264
C -1.735 4.041 -0.867
C 2.861 5.695 -2.803
C 2.903 4.200 -2.656
C -0.195 2.211 -3.252
C -1.060 -4.732 3.903
C -1.413 -2.876 2.257
C -0.796 0.689 7.656
H -4.954 2.134 -3.735
H 0.686 -2.286 6.843
H -4.571 -3.456 2.284
H -0.700 5.108 1.315
H 4.014 2.642 -1.702
H 3.762 6.060 -3.277
H 3.656 -0.250 3.046
H -1.274 1.237 8.465
H -0.332 -1.079 8.780
H 0.771 4.860 0.369
H -1.348 2.689 0.771
H 1.264 0.345 -6.161
H 1.167 -0.852 -1.731
H -3.939 -3.805 3.909
H 2.468 -2.013 2.326
H -1.936 -4.346 4.413
H -3.772 -1.090 1.786
H 3.982 4.170 -0.782
H 4.455 1.464 1.580
H -4.521 0.401 -6.053
H 1.415 -0.535 -3.855
H -1.215 4.723 -1.548
H 0.396 -1.141 -6.677
H 2.886 -3.429 0.640
H 2.258 2.080 0.436
H 1.419 -2.909 -4.490
H 2.032 6.013 -3.435
H 0.148 -2.659 -3.310
H -3.224 -0.665 -5.497
H 0.697 -2.300 -1.058
H 4.985 4.003 -2.231
H 0.452 3.856 1.820
H -2.462 -0.581 2.902
H -2.450 4.602 -0.246
H -1.058 2.358 6.237
H -1.248 -5.772 3.636
H -2.403 1.631 -5.373
H 2.072 -1.253 -6.109
H -2.299 3.308 -1.461
H 2.743 6.160 -1.830
H -0.274 -2.835 -5.041
H 1.302 -4.011 2.361
H 0.387 2.240 -4.190
H -3.591 3.296 -3.912
H 4.333 -2.420 0.436
H -0.210 -4.615 4.597
H -4.590 -0.276 -4.435
H 2.911 3.681 -3.632
H -0.862 3.090 -3.236
H -4.589 2.848 -5.320
H 4.803 -0.925 1.881
H 3.981 0.585 0.113
H -3.982 -1.295 3.534
H 0.289 -4.378 0.892
H 2.168 1.866 2.087
H -3.295 -4.655 2.456
H 0.486 -5.575 2.231
H -2.323 -1.511 -1.029
H 3.389 -1.133 -1.280
H 2.914 -2.801 -1.558
*
```

No. 7
Entry from the Open Molecules 2025 dataset: a molecular structure, C57H47ClN2O30S at a distorted geometry (ωB97M-V/def2-TZVPD).

Values from the calculation:
E_HOMO = -8.618 eV
Frontier orbital gap = 6.8 eV
LUMO = -1.80 eV
Energy relative to the best compared isomer or geometry (same formula, charge and spin) = 0.0 kcal per mole

```
! wB97M-V def2-TZVPD RIJCOSX def2/J DEFGRID3
* xyz 0 1
Cl 7.984 4.086 -4.648
S 4.055 -1.328 -5.929
O 5.431 -6.605 0.889
O 5.191 -4.391 5.019
O -4.330 -1.384 0.662
O -7.503 2.692 4.092
O -1.827 9.646 -3.049
O 5.327 -6.756 6.171
O -3.825 1.493 6.758
O 4.559 0.342 3.313
O -2.464 -7.264 -0.936
O -6.041 -1.901 4.409
O -2.636 6.075 0.757
O -2.748 -5.323 3.334
O -9.821 -4.156 7.325
O -6.558 1.075 2.257
O -7.405 -4.075 8.340
O -0.723 -9.051 -0.130
O -4.270 -3.848 -0.241
O -8.476 -1.908 3.427
O 6.549 2.741 -0.209
O -2.166 7.157 -3.796
O -2.369 8.574 1.492
O -3.652 0.047 -3.749
O -3.648 -2.421 -4.669
O 6.063 -1.768 2.862
O 7.980 0.607 -0.699
O -0.947 -7.064 4.121
O -2.840 -0.067 4.888
O 5.486 -8.970 2.029
O -0.730 2.726 -4.011
O -2.435 3.504 -2.831
N 5.272 -0.630 -5.183
N 3.141 -0.029 -6.254
C -2.426 6.474 -1.562
C -0.745 -8.159 2.040
C -1.999 2.684 -3.564
C 5.406 -7.992 4.161
C 4.514 5.827 -3.443
C 5.305 -5.377 2.900
C -8.292 -2.465 4.617
C 6.359 1.688 0.577
C -0.561 3.659 -5.103
C -2.089 9.248 -0.739
C 5.474 1.664 1.583
C 2.077 2.714 -6.472
C 7.103 -0.691 1.062
C -1.158 -8.176 0.766
C 3.390 2.380 -5.797
C -3.810 -0.819 -2.905
C -2.710 -6.203 1.158
C -4.154 -1.555 -0.639
C -2.468 6.856 -0.162
C -3.961 -3.270 -2.505
C -7.580 -3.541 7.142
C -2.298 8.310 0.194
C -2.221 7.416 -2.492
C 4.237 3.288 -5.234
C -5.876 1.154 3.265
C 5.879 1.654 -4.532
C -2.027 8.864 -2.137
C -5.712 2.187 5.523
C 6.224 -0.716 2.071
C -4.479 1.447 5.733
C 5.340 0.461 2.389
C -6.372 2.054 4.365
C -3.809 -2.253 -3.365
C -6.591 -2.979 6.433
C -3.976 0.566 4.623
C 5.339 -6.777 4.955
C -9.281 -3.030 5.323
C -2.297 -6.188 2.432
C 7.107 1.124 -3.856
C 5.277 -5.459 4.235
C 5.749 5.489 -4.290
C 5.427 -7.910 2.823
C 0.783 4.359 -5.024
C 6.296 4.097 -4.022
C 1.611 4.149 -6.288
C -8.992 -3.612 6.621
C 5.476 2.964 -4.611
C -4.638 0.434 3.468
C -2.162 -7.184 0.241
C -6.877 -2.419 5.128
C 5.029 0.682 -5.140
C -4.134 -2.990 -1.093
C -4.001 -0.538 -1.498
C 5.389 -6.587 2.104
C 7.222 0.501 0.246
C -1.276 -7.162 2.953
C 3.800 1.015 -5.767
H 2.214 2.506 -7.526
H -4.289 -0.199 2.669
H 6.329 3.945 -2.949
H 2.417 4.870 -6.339
H 6.796 0.320 -3.198
H -10.300 -3.072 4.966
H -4.014 0.496 -1.184
H 7.739 -1.532 0.823
H 0.597 5.419 -4.914
H 7.749 0.671 -4.602
H -2.007 8.017 -4.230
H 5.493 -8.625 1.115
H 1.336 3.979 -4.172
H 5.192 -4.726 5.937
H 5.435 -8.937 4.685
H -3.559 -1.529 -5.054
H -4.409 -2.277 1.051
H 7.246 2.477 -0.842
H -0.024 -8.865 2.426
H 4.186 4.995 -2.833
H -3.441 -5.507 0.775
H -1.181 -8.833 -0.965
H -6.059 2.829 6.320
H 6.536 6.177 -4.016
H 0.956 4.385 -7.124
H -3.962 -4.304 -2.819
H -2.282 -5.532 4.166
H -5.574 -2.924 6.796
H 5.261 -4.429 2.382
H -1.964 10.293 -0.495
H 3.950 4.317 -5.252
H 4.847 2.509 1.828
H -0.706 3.132 -6.043
H 3.690 6.122 -4.082
H 5.584 5.606 -5.353
H 1.343 2.031 -6.063
H 4.701 6.672 -2.795
H 5.367 -1.522 3.503
H -7.606 -1.573 3.135
H -7.761 2.411 3.192
H -2.521 7.716 1.933
H -2.562 5.430 -1.815
H -2.624 1.841 -3.871
H -8.279 -4.410 8.620
H -1.354 4.396 -5.024
H -2.582 0.206 5.789
H 7.625 1.848 -3.255
*
```